[1]
C4H6FHgN2O6PS | wB97M-V/def2-TZVPD

Last column: Löwdin charge in e.
Atoms and positions in Å:
O (-4.19906, -2.12929, -0.19098)  0.294
F (-3.34956, -0.17460, -0.81283)  0.074
S (0.52225, 2.55408, -0.07656)  0.606
H (1.23471, 0.06513, 1.36271)  0.149
O (0.19290, 2.95843, 1.24626)  -0.208
H (-1.88454, -2.45689, 0.70438)  0.194
H (2.01288, -1.81417, -1.35644)  0.040
H (4.32063, -1.39097, 0.76546)  0.019
C (1.21802, 0.15104, 0.28053)  -0.290
C (-3.27734, -1.44702, -0.30341)  -0.500
N (3.34142, -1.66498, 0.71521)  -0.193
P (2.60115, -0.90667, -0.46087)  0.872
N (-1.94748, -1.70612, 0.01657)  0.207
H (3.42282, -0.01094, -1.15408)  0.052
C (-1.31239, -0.52398, 0.48746)  -0.329
Hg (-2.45162, 2.30442, 0.60919)  1.523
C (-0.16945, 0.07921, -0.34679)  -0.208
H (-0.24168, -0.39085, -1.32369)  0.172
O (0.58844, 3.49319, -1.10930)  -0.108
O (1.68307, 1.51382, 0.00407)  -0.191
O (-0.61721, 1.43156, -0.53872)  -0.282
O (-1.68797, 0.06560, 1.48184)  0.107

Output
LUMO energy in eV: -13.5
HOMO in Eh: -0.586
Net charge: +2
Energy in hartree: -1708.9000

=====

[2]
C4H6FIS | wB97M-V/def2-TZVPD

Last column: Löwdin charge in e.
Atoms and positions in Å:
H (1.10973, 1.58742, 0.44404)  -0.005
C (0.08669, 1.48162, 0.24486)  -0.173
S (2.46624, -0.34662, 0.32782)  0.660
C (0.73882, -0.81213, -0.51282)  -0.423
C (-0.27947, 0.18502, -0.15170)  -0.282
H (2.62629, -1.63770, 0.33169)  -0.196
C (-2.00184, -0.55308, 0.57010)  -0.733
H (0.56955, -1.84210, -0.01754)  0.098
H (0.93391, -0.84370, -1.57335)  0.070
H (-0.05735, 2.01205, -0.76485)  0.138
F (-2.01341, -1.77321, 0.12730)  -0.087
I (-3.53151, 0.64332, 0.03022)  0.849
H (-0.64764, 1.89913, 0.94424)  0.085

Output
LUMO energy (spin up / spin down) in eV: -0.2 / -0.8
HOMO (spin up / spin down) in Eh: -0.301 / -0.290
Energy in hartree: -951.5401

=====

[3]
C4H6FN | wB97M-V/def2-TZVPD

Last column: Löwdin spin population.
Atoms and positions in Å:
C (-2.31395, -0.44985, 0.97743)  0.762
H (0.73864, 1.50628, -1.49576)  0.040
H (0.59203, -1.63662, 0.63452)  0.020
F (0.04845, 1.28523, 1.08555)  0.143
H (2.01797, -0.81373, -0.13861)  0.024
H (1.49994, -0.42692, 1.63445)  0.002
C (0.14074, 0.35587, 0.07911)  0.633
C (0.00866, 0.71135, -1.26713)  0.112
H (-0.94282, 1.10905, -1.47009)  0.020
C (1.09760, -0.69657, 0.57335)  0.074
N (-3.31068, -0.82805, 1.35063)  0.171
H (0.42343, -0.11606, -1.96346)  0.001

Output
Multiplicity: 3
LUMO energy (spin up / spin down) in eV: 0.9 / -4.2
HOMO (spin up / spin down) in Eh: -0.281 / -0.459
Energy in hartree: -310.3981

=====

[4]
C4H6FN2 | wB97M-V/def2-TZVPD

Last column: Löwdin charge in e.
Atoms and positions in Å:
C (-0.13405, 1.92199, -0.01194)  -0.208
C (-2.53528, 0.04147, -0.00153)  -0.072
F (-3.78806, -0.19082, -0.14733)  0.177
C (0.40153, 0.55291, -0.36462)  -0.116
H (0.27550, -1.53658, 0.03041)  0.142
H (0.64792, 2.70260, -0.02766)  0.178
N (-1.67219, -0.88531, 0.10935)  0.082
H (-1.95278, -1.87391, 0.11448)  0.187
H (1.46511, 0.51881, -0.11791)  0.133
N (-1.24178, 2.33881, 0.24550)  0.349
C (-0.24989, -0.63494, 0.35257)  -0.138
H (0.30315, 0.46188, -1.44878)  0.143
H (-0.11696, -0.52516, 1.43388)  0.143

Output
LUMO energy (spin up / spin down) in eV: -7.2 / -7.2
HOMO (spin up / spin down) in Eh: -0.536 / -0.536
Net charge: +1
Energy in hartree: -364.9609

=====

[5]
C4H6FN3 | wB97M-V/def2-TZVPD

Last column: Löwdin charge in e.
Atoms and positions in Å:
N (-1.13356, -0.19521, -1.39914)  0.028
N (-0.91058, 0.45676, 2.01385)  -0.054
C (0.02960, 0.24130, -2.00153)  -0.174
C (-0.10509, 0.61827, 2.99791)  -0.047
H (1.03011, 0.74831, 2.98217)  0.097
H (2.22695, 0.12053, -2.39678)  0.123
H (-2.25344, -0.22320, 0.40615)  0.119
C (1.31144, -0.31265, -1.84257)  -0.138
C (-1.30499, -0.07995, -0.10829)  -0.164
H (0.62707, 0.00147, 0.66713)  0.118
F (1.80276, -0.97670, -0.76558)  -0.038
H (-0.62693, 0.78414, 3.93957)  0.057
N (-0.33222, 0.27702, 0.80555)  -0.026
H (-0.17994, 0.78724, -2.92305)  0.099

Output
LUMO energy in eV: 0.9
HOMO in Eh: -0.318
SMILES: C=NN/C=N\C=C/F
Energy in hartree: -420.0380

=====

[6]
C4H6FNO | wB97M-V/def2-TZVPD

Last column: Löwdin charge in e.
Atoms and positions in Å:
N (0.76870, 0.69047, 0.93011)  0.030
O (-0.27936, 1.79401, 2.49723)  0.011
C (1.00330, -0.41598, 0.13853)  -0.145
H (-0.90595, -0.09243, 1.92453)  0.145
H (1.96459, -0.92576, 0.30856)  0.119
H (0.54828, -1.80559, -1.32041)  0.115
H (1.57436, 1.28219, 1.10686)  0.159
C (-0.21743, 0.76060, 1.84605)  -0.332
H (-1.88560, -0.70311, -1.21420)  0.114
C (-0.94819, -0.22563, -1.44147)  -0.226
F (-0.80680, -0.28050, -2.81558)  -0.044
H (-1.02157, 0.80584, -1.12266)  0.116
C (0.20568, -0.88410, -0.83755)  -0.065

Output
LUMO energy in eV: 0.8
HOMO in Eh: -0.354
SMILES: O=CN/C=C\CF
Energy in hartree: -385.8477

=====

[7]
C4H6FNO2 | wB97M-V/def2-TZVPD

Last column: Löwdin charge in e.
Atoms and positions in Å:
N (1.72460, -1.35242, 0.41467)  0.131
C (0.90319, 1.05331, -0.17476)  -0.210
F (0.71821, -2.20351, -0.09499)  -0.161
C (-0.18198, 0.33777, -0.56324)  -0.137
H (-2.15376, -1.44387, -1.00081)  0.111
C (-2.39366, -0.80219, -0.16562)  -0.356
H (0.99437, 0.95794, 1.79524)  0.094
H (-0.30404, 0.05904, -1.66793)  0.147
H (1.60524, 1.45106, -0.95572)  0.140
O (-3.38924, -1.06742, 0.43888)  0.060
C (-1.34546, 0.04180, 0.20995)  -0.036
H (-1.40177, 0.40898, 1.21794)  0.113
O (1.25546, 1.49858, 1.06138)  0.031
H (2.38407, -1.28922, -0.41722)  0.073

Output
LUMO energy (spin up / spin down) in eV: -1.4 / -1.0
HOMO (spin up / spin down) in Eh: -0.354 / -0.308
Energy in hartree: -460.9022

=====

[8]
C4H6FO4S | wB97M-V/def2-TZVPD

Last column: Löwdin charge in e.
Atoms and positions in Å:
O (-2.08540, -0.27237, 2.87274)  -0.455
C (1.11668, -1.44956, 0.81051)  0.000
H (0.53176, -0.84629, 1.49990)  0.071
C (0.56457, 0.25718, -0.90576)  -0.175
H (0.83177, 2.19596, -1.78072)  0.092
O (-2.87590, 1.91615, 2.05369)  -0.452
S (-2.66013, 0.50121, 1.78047)  0.415
H (0.52450, -2.32067, 0.53190)  0.091
C (0.73208, 1.14962, -2.08414)  -0.007
O (2.58416, -0.85619, -1.01664)  0.028
C (1.48722, -0.66053, -0.44027)  -0.428
H (2.02962, -1.79038, 1.29542)  0.078
F (-0.63378, 0.43228, -0.22610)  0.026
H (1.63828, 0.83943, -2.59794)  0.076
H (-0.11892, 1.07319, -2.76315)  0.088
O (-3.66652, -0.16903, 0.97009)  -0.449

Output
LUMO energy (spin up / spin down) in eV: 3.2 / 1.5
HOMO (spin up / spin down) in Eh: -0.188 / -0.096
Net charge: -1
Energy in hartree: -955.0163

=====

[9]
C4H6GaLiO | wB97M-V/def2-TZVPD

Last column: Löwdin charge in e.
Atoms and positions in Å:
C (-0.34934, 2.26561, -1.58751)  -0.291
H (0.10997, 2.93154, -2.34154)  0.190
H (1.35515, -0.82580, 0.20098)  0.071
C (0.71322, -0.88760, 1.08378)  -0.106
Li (1.13746, -3.39001, 1.64097)  0.899
H (1.05297, -0.40020, 2.00058)  0.097
H (1.17327, 0.81475, -1.56519)  0.093
H (-1.07069, -1.66132, 1.95269)  0.085
C (-0.45204, -1.56697, 1.05534)  -0.157
O (-1.56808, 2.65808, -1.15987)  -0.089
Ga (-1.51174, 1.01814, -0.28373)  1.158
H (-0.79806, -2.06331, 0.14250)  0.079
C (0.20792, 1.10707, -1.13900)  -0.030

Output
LUMO energy in eV: -11.2
HOMO in Eh: -0.644
Net charge: +2
Energy in hartree: -2162.7892

=====

[10]
C4H6I2 | wB97M-V/def2-TZVPD

Last column: Löwdin charge in e.
Atoms and positions in Å:
H (-0.70129, 2.30760, 0.19829)  -0.073
H (-0.91059, -2.41895, 0.05263)  0.059
C (0.59559, 0.72779, -0.18935)  -0.892
C (0.23550, 1.99056, 0.10043)  -0.123
I (-2.39433, 0.31416, -0.26684)  0.892
I (2.69622, 0.19297, -0.23643)  0.789
C (-0.37308, -0.37095, -0.28625)  -0.857
H (-0.06093, -0.37019, -2.11612)  0.208
H (0.99406, 2.75520, 0.40303)  0.074
H (-0.61419, -1.31832, 1.39904)  0.068
C (-0.23399, -1.69083, 0.45564)  -0.195
H (0.76703, -2.11903, 0.48595)  0.049

Output
LUMO energy (spin up / spin down) in eV: -0.3 / -0.3
HOMO (spin up / spin down) in Eh: -0.324 / -0.324
Energy in hartree: -751.2426

=====

[11]
C4H6I2S | wB97M-V/def2-TZVPD

Last column: Löwdin charge in e.
Atoms and positions in Å:
C (1.49710, -0.51700, 0.78228)  -0.273
I (0.73163, 2.47093, 0.49708)  0.734
H (-0.94857, -1.08581, 0.99645)  0.072
S (0.70670, -0.08309, -1.81953)  0.671
C (-2.17520, 0.27227, -0.18109)  -0.673
C (0.65820, 0.31671, -0.04434)  -1.128
H (1.04791, -0.82354, 1.66510)  0.054
C (-1.09480, -0.24179, 0.33591)  -0.268
H (-2.10238, 1.00776, -1.07872)  0.072
H (1.49266, 0.90027, -2.40880)  -0.113
I (-4.11791, -0.66409, -0.00720)  0.706
H (2.43684, -0.11851, 0.98825)  0.051
H (1.86783, -1.43413, 0.27462)  0.095

Output
LUMO energy in eV: -0.2
HOMO in Eh: -0.337
SMILES: C[C@](S)(I)/C=C/I
Energy in hartree: -1149.4852

=====

[12]
C4H6I2Si | wB97M-V/def2-TZVPD

Last column: Löwdin charge in e.
Atoms and positions in Å:
H (-0.79605, -1.73828, -2.30852)  0.002
C (1.19171, 1.07309, 2.83725)  -0.043
H (-0.29138, -0.96131, -3.95033)  0.066
C (0.56306, 0.50841, 3.70777)  -0.004
H (1.02823, 0.29654, -0.12401)  -0.104
C (-0.00905, 0.12384, -2.04670)  -0.423
I (-2.03262, 1.56796, 0.33828)  0.348
I (-0.75338, -2.44131, 0.66994)  0.418
C (-0.34888, -0.86369, -2.84935)  -0.129
Si (-0.23928, -0.15166, -0.18992)  -0.221
H (0.24469, 0.30826, 4.71963)  0.026
H (1.19524, 1.13217, 1.73028)  -0.034
H (0.24771, 1.14598, -2.53432)  0.097

Output
LUMO energy in eV: -0.5
HOMO in Eh: -0.354
SMILES: C=C[SiH](I)I.C#C
Energy in hartree: -1040.7953

=====

[13]
C4H6I3O3S | wB97M-V/def2-TZVPD

Last column: Löwdin charge in e.
Atoms and positions in Å:
H (-3.12121, -0.31518, 1.24896)  0.070
C (-2.72394, 0.66243, 0.92283)  -0.144
C (-1.42957, 0.40930, 0.22784)  -0.423
O (0.97809, -0.89408, -2.08504)  -0.412
H (-3.52860, 1.03166, 0.35586)  0.039
H (-0.80709, 1.22756, 0.04365)  -0.016
O (3.24193, 0.04876, -2.03057)  -0.474
I (-0.66487, -2.64291, 0.09916)  0.788
H (-2.60920, 1.35894, 1.83232)  0.098
H (0.50253, -0.36539, 0.96635)  -0.035
I (1.69124, 2.32766, -0.67486)  0.795
C (2.10259, 0.35981, -0.03104)  -1.356
S (2.23692, -0.82079, -1.39832)  0.141
C (-0.58070, -0.66112, 0.86825)  -0.535
I (3.78947, 0.16181, 1.12969)  0.822
H (-1.79016, 0.11794, -0.78092)  0.107
O (2.71257, -2.00638, -0.69417)  -0.465

Output
LUMO energy (spin up / spin down) in eV: 2.3 / 2.5
HOMO (spin up / spin down) in Eh: -0.184 / -0.174
Net charge: -1
Energy in hartree: -1672.9230

=====

[14]
C4H6INO | wB97M-V/def2-TZVPD

Last column: Löwdin charge in e.
Atoms and positions in Å:
C (-1.52481, -0.32220, -0.21993)  -0.380
C (1.29324, 1.08680, -0.32697)  -0.193
H (0.66184, 1.78321, -0.89247)  0.107
C (1.25429, -0.27897, -0.95658)  -0.217
N (-2.03190, -0.40259, 0.98691)  0.088
H (-3.09480, -0.39685, 1.11048)  0.155
I (1.04011, -0.58690, 2.33545)  0.851
H (0.54695, -0.50795, -1.73275)  0.093
O (-1.84507, -0.44089, -1.35585)  0.102
C (0.67308, -0.05510, 0.30663)  -0.748
H (2.28332, 1.43243, 0.00675)  0.107
H (2.10200, -0.78923, -1.07235)  0.060
H (-1.35825, -0.52176, 1.81069)  -0.023

Output
LUMO energy in eV: 0.4
HOMO in Eh: -0.301
Energy in hartree: -583.5834

=====

[15]
C4H6INO | wB97M-V/def2-TZVPD

Last column: Löwdin charge in e.
Atoms and positions in Å:
H (0.93168, -1.78586, -1.48260)  0.120
I (0.43400, 0.38109, -3.07229)  0.770
N (1.05049, -0.05880, -0.28626)  0.007
H (-0.49396, 1.72618, 2.19862)  0.074
C (0.16612, 0.37715, 0.56192)  -0.393
O (-1.06463, -0.16545, 0.40465)  -0.019
H (-1.13670, -2.12996, -0.44412)  0.131
H (-1.81293, -0.92388, -1.43789)  0.088
C (-1.03096, -1.06313, -0.73276)  -0.186
H (1.01498, 2.23063, 1.25576)  0.111
H (1.13348, 0.84838, 2.54569)  0.106
C (0.44559, 1.33928, 1.75635)  0.006
C (0.36284, -0.77561, -1.26708)  -0.815

Output
LUMO energy in eV: 0.5
HOMO in Eh: -0.336
SMILES: CC1=N[C@H](I)CO1
Energy in hartree: -583.6748

=====

[16]
C4H6INS | wB97M-V/def2-TZVPD

Last column: Löwdin charge in e.
Atoms and positions in Å:
N (-0.76847, -0.91867, -1.26093)  -0.083
H (0.19456, -0.85782, 1.59832)  0.058
H (1.68111, 0.98089, 1.84593)  0.051
C (0.10937, -0.21585, 0.81557)  -0.579
C (1.49271, 0.60927, 0.87423)  -0.075
I (-1.68396, 1.63024, -2.35905)  0.706
H (0.87750, -1.73916, -0.80349)  0.128
H (1.75184, 1.46522, 0.19828)  0.100
C (0.15719, -1.02303, -0.45811)  -0.198
C (-1.77819, -0.02073, -0.94587)  -0.985
S (-1.44219, 0.71423, 0.80358)  0.786
H (2.19722, -0.12648, 0.73764)  0.031
H (-2.78867, -0.49812, -1.04610)  0.062

Output
LUMO energy in eV: 0.2
HOMO in Eh: -0.321
SMILES: C[C@@H]1C=N[C@H](I)S1
Energy in hartree: -906.6055

=====

[17]
C4H6IP | wB97M-V/def2-TZVPD

Last column: Löwdin charge in e.
Atoms and positions in Å:
C (0.32319, 1.29651, 1.69131)  0.132
H (-0.75338, -0.42937, 1.25771)  0.106
H (1.33493, -1.34368, -1.63869)  0.046
I (3.82802, 0.02978, -0.54981)  0.289
C (0.10687, 0.06105, -0.54064)  -0.284
P (2.29923, -1.56764, 0.47983)  0.426
C (0.89779, -1.25825, -0.63669)  -0.645
H (0.80298, 0.82032, -0.91082)  0.075
C (-0.19052, 0.43404, 0.88292)  -0.288
H (-0.83474, -0.04707, -0.99407)  0.094
H (0.16660, -1.97942, -0.53925)  0.029
H (0.05578, 2.00706, 2.42919)  0.023

Output
LUMO energy (spin up / spin down) in eV: -1.2 / 0.1
HOMO (spin up / spin down) in Eh: -0.301 / -0.297
Energy in hartree: -794.9058

=====

[18]
C4H6InO3 | wB97M-V/def2-TZVPD

Last column: Löwdin charge in e.
Atoms and positions in Å:
O (-1.30029, 0.90376, -0.88861)  0.273
H (-0.16640, -1.79218, 1.97108)  0.154
H (-1.69568, 0.16125, 1.05754)  0.300
H (1.49570, -1.92792, 1.23379)  0.161
C (0.00857, 1.19324, -1.13923)  -0.381
H (-0.00535, -1.69942, -0.55107)  0.404
In (2.52946, 4.19141, -2.53391)  1.144
C (-1.38818, -0.12259, -0.01540)  0.033
H (0.98707, -0.37347, 1.92079)  0.193
O (0.40804, 2.09306, -1.73809)  0.189
C (-0.00009, -0.68830, 0.10524)  -0.205
H (-2.25018, -0.81244, -0.26245)  0.260
C (0.61426, -1.29193, 1.39141)  0.181
O (0.76307, 0.16553, -0.55109)  0.294

Output
LUMO energy in eV: -19.6
HOMO in Eh: -0.815
Net charge: +3
Energy in hartree: -570.4058